Entry from the OMol25 dataset: a 13-piece molecular cluster, C41H47Cl48N2O overall in a non-equilibrium geometry (ωB97M-V/def2-TZVPD).

```
139
Properties=species:S:1:pos:R:3:mulliken_charge:R:1
C 7.28 -3.56 1.16 -0.217
C 8.21 -4.22 -0.04 -0.286
C 9.30 -3.16 -0.68 -0.644
C 8.65 -1.73 -1.17 0.003
C 9.64 -0.42 -0.89 -0.460
C 9.04 0.55 0.28 -0.361
C 8.24 1.89 -0.32 -0.509
C 7.38 1.48 -1.65 -0.034
C 6.20 2.56 -2.06 -0.561
C 5.18 2.75 -0.75 -0.539
C 3.60 2.78 -1.20 -0.414
C 2.77 1.91 -0.09 -0.854
N 1.95 0.75 -0.70 0.738
C 2.69 -0.13 -1.61 0.123
C 2.01 -1.36 -2.39 -0.062
C 2.76 -2.38 -3.43 -0.437
C 3.88 -3.29 -2.58 -0.983
C 0.45 -1.48 -1.95 0.598
O -0.47 -2.51 -2.45 -0.393
C -0.28 -3.64 -1.48 -0.261
C 0.11 -5.06 -2.20 -0.222
C 0.47 -6.22 -1.05 -0.931
C -0.02 -0.38 -0.90 -0.698
C -1.61 -0.52 -0.40 0.027
C -1.53 -0.35 1.26 0.106
C -0.44 -1.39 2.00 -0.259
C -0.17 -1.36 3.62 -0.550
C -1.04 -0.28 4.51 -0.485
C -2.12 0.75 3.77 0.372
C -2.88 1.81 4.81 -0.768
C -2.40 0.73 2.13 -0.231
N 0.68 0.74 -0.28 -0.452
H 6.89 -4.45 1.84 -0.044
H 7.89 -2.85 1.87 0.191
H 6.35 -3.03 0.65 0.050
H 8.79 -5.15 0.42 0.144
H 7.51 -4.67 -0.88 0.178
H 10.18 -3.04 0.09 0.295
H 9.74 -3.67 -1.67 0.258
H 8.50 -1.77 -2.34 0.230
H 7.58 -1.52 -0.71 -0.169
H 10.68 -0.83 -0.53 0.274
H 9.86 0.21 -1.87 0.241
H 8.22 -0.08 0.87 0.210
H 9.85 0.84 1.10 0.167
H 9.06 2.73 -0.51 0.262
H 7.59 2.29 0.59 0.234
H 6.86 0.41 -1.58 -0.304
H 8.15 1.50 -2.56 0.338
H 5.54 2.02 -2.89 0.256
H 6.66 3.58 -2.42 0.373
H 5.45 1.85 -0.03 0.158
H 5.50 3.74 -0.20 0.382
H 3.24 3.91 -1.07 0.328
H 3.41 2.48 -2.32 0.366
H 2.08 2.65 0.53 0.251
H 3.46 1.38 0.73 0.378
H 3.84 0.07 -1.80 0.234
H 3.30 -1.81 -4.31 0.375
H 1.97 -3.16 -3.82 0.250
H 4.94 -2.79 -2.56 0.284
H 3.54 -3.55 -1.50 0.284
H 4.00 -4.32 -3.16 0.352
H -1.24 -3.82 -0.82 0.348
H 0.63 -3.38 -0.75 0.101
H -0.71 -5.50 -2.90 0.332
H 1.11 -4.91 -2.80 0.032
H 1.47 -5.95 -0.45 0.201
H 0.56 -7.30 -1.53 0.313
H -0.42 -6.18 -0.25 0.275
H -2.24 0.35 -0.86 0.375
H -2.05 -1.60 -0.58 0.205
H 0.18 -2.16 1.35 0.087
H 0.64 -2.10 4.04 0.284
H -0.82 -0.25 5.68 0.255
H -2.01 2.22 5.51 0.352
H -3.67 1.29 5.49 0.237
H -3.30 2.69 4.16 0.111
H -3.16 1.47 1.61 0.327
C -2.07 4.60 -0.08 0.039
Cl -1.02 3.19 0.21 0.132
Cl -3.05 4.91 1.37 -0.060
Cl -1.06 6.02 -0.44 -0.080
Cl -3.14 4.27 -1.46 -0.031
C -6.87 2.26 3.26 0.140
Cl -7.03 2.77 4.96 -0.110
Cl -8.38 2.63 2.39 0.050
Cl -5.52 3.14 2.50 0.018
Cl -6.56 0.51 3.19 -0.112
C -3.78 8.47 -2.19 0.304
Cl -2.99 8.59 -0.60 -0.079
Cl -5.47 7.94 -1.98 -0.075
Cl -3.76 10.07 -2.98 -0.091
Cl -2.91 7.30 -3.21 -0.053
C -10.98 5.39 3.43 0.200
Cl -11.73 3.83 3.00 0.047
Cl -9.52 5.10 4.41 -0.049
Cl -10.54 6.26 1.94 -0.085
Cl -12.14 6.36 4.37 -0.102
C -0.94 2.27 -3.98 0.211
Cl 0.08 2.06 -5.43 -0.098
Cl -0.83 0.81 -2.96 0.117
Cl -0.37 3.68 -3.05 -0.046
Cl -2.63 2.53 -4.47 -0.084
C 6.56 -7.41 3.45 0.329
Cl 6.42 -9.13 3.89 -0.127
Cl 5.08 -6.90 2.61 -0.082
Cl 6.78 -6.44 4.92 -0.096
Cl 7.96 -7.19 2.37 -0.045
C 3.86 -10.41 0.38 0.279
Cl 2.17 -9.86 0.56 -0.099
Cl 4.48 -9.90 -1.21 -0.110
Cl 4.86 -9.68 1.67 0.020
Cl 3.93 -12.18 0.51 -0.096
C -14.74 1.34 3.60 0.216
Cl -13.11 0.65 3.38 -0.080
Cl -15.15 2.37 2.20 0.033
Cl -15.93 0.02 3.74 -0.103
Cl -14.77 2.32 5.09 -0.085
C 13.27 1.32 0.95 0.334
Cl 12.70 2.79 1.78 -0.094
Cl 12.76 1.36 -0.75 -0.081
Cl 15.05 1.23 1.05 -0.094
Cl 12.56 -0.11 1.75 -0.096
C -8.93 0.30 -1.30 0.232
Cl -8.14 0.41 0.29 0.005
Cl -10.62 -0.24 -1.09 -0.054
Cl -8.91 1.89 -2.09 -0.122
Cl -8.06 -0.88 -2.32 -0.101
C -16.13 5.53 -0.36 0.181
Cl -16.88 3.96 -0.78 -0.069
Cl -14.67 5.24 0.62 0.007
Cl -15.69 6.40 -1.84 -0.071
Cl -17.29 6.50 0.58 -0.097
C -13.89 1.73 -3.19 0.221
Cl -14.45 3.20 -2.36 0.046
Cl -14.39 1.77 -4.90 -0.099
Cl -12.11 1.64 -3.10 -0.007
Cl -14.59 0.30 -2.39 -0.119
```

As for the total charge: +1. For the HOMO energy, the calculation gives -10.3 eV. The value obtained for the HOMO-LUMO gap is 6.09 eV. The calculation puts the lowest unoccupied orbital energy at -0.155 Ha.